Entry 1:
CHCl2F2NS in the gas phase at a distorted geometry. Source: OMol25; level of theory: ωB97M-V/def2-TZVPD.

Geometry as XYZ:
```
8
Properties=species:S:1:pos:R:3
C -1.260 0.231 0.158
N 0.141 -0.895 -0.218
F 2.265 0.281 -1.344
F 2.196 -1.282 0.495
S 1.326 -0.036 0.012
Cl -1.360 0.493 1.840
Cl -1.128 1.612 -0.766
H -2.180 -0.405 -0.178
```

Properties
**Spin multiplicity**: 1
**LUMO level**: 0.128 eV
**Kohn-Sham gap**: 11.08 eV

---

Entry 2:
A 2-piece molecular cluster, CHCl2FS overall at a distorted geometry. Source: OMol25; level of theory: ωB97M-V/def2-TZVPD.

Geometry as XYZ:
```
6
Properties=species:S:1:pos:R:3
C 0.355 1.054 -0.736
F 0.031 2.335 -0.993
S -2.163 -0.002 -0.859
Cl 0.806 0.919 0.910
Cl -3.002 1.082 0.597
H 1.035 0.491 -1.481
```

Properties
**Spin multiplicity**: 1
**LUMO level (alpha / beta)**: -1.062 / -1.859 eV
**Kohn-Sham gap (alpha / beta)**: 8.04 / 7.05 eV

---

Entry 3:
An isolated ion of composition CHCl2N2O2 and charge -1 at a distorted geometry. Source: OMol25; level of theory: ωB97M-V/def2-TZVPD.

Geometry as XYZ:
```
8
Properties=species:S:1:pos:R:3
C -0.216 -0.164 -0.816
N -0.425 0.633 0.272
N 0.430 0.403 1.239
O 1.360 -0.415 1.090
O 0.259 1.021 2.289
Cl -0.875 0.763 -2.112
Cl -1.287 -1.687 -0.760
H 0.754 -0.554 -1.203
```

Properties
**Charge**: -1
**Spin multiplicity**: 1
**SMILES**: [O-][N+]([O-])=NC(Cl)Cl
**LUMO level**: 3.595 eV
**Kohn-Sham gap**: 8.56 eV

---

Entry 4:
A 2-piece molecular cluster, CHCl2NO2 overall. Source: OMol25; level of theory: ωB97M-V/def2-TZVPD.

Geometry as XYZ:
```
7
Properties=species:S:1:pos:R:3
C 0.261 0.670 -0.232
N -0.647 -0.444 -0.218
O -0.338 -1.409 -0.885
O -1.662 -0.305 0.431
Cl -0.270 2.127 0.405
Cl 1.607 0.577 -1.245
H 1.049 -1.216 1.744
```

Properties
**Spin multiplicity**: 1
**LUMO level (alpha / beta)**: -2.276 / -0.295 eV
**Kohn-Sham gap (alpha / beta)**: 8.96 / 9.30 eV

---

Entry 5:
CHCl2OPS in the gas phase at a distorted geometry. Source: OMol25; level of theory: ωB97M-V/def2-TZVPD.

Geometry as XYZ:
```
7
Properties=species:S:1:pos:R:3
C -0.081 -1.072 -0.890
O -0.989 2.049 -0.362
P -0.199 0.904 0.099
S 1.671 0.994 0.159
Cl -0.384 -2.196 0.170
Cl -0.831 0.783 2.158
H 0.813 -1.461 -1.334
```

Properties
**Spin multiplicity**: 3
**LUMO level (alpha / beta)**: -0.668 / -4.167 eV
**Kohn-Sham gap (alpha / beta)**: 8.47 / 6.35 eV

---

Entry 6:
A 2-piece molecular cluster, CHCl3F2Si overall at a distorted geometry. Source: OMol25; level of theory: ωB97M-V/def2-TZVPD.

Geometry as XYZ:
```
8
Properties=species:S:1:pos:R:3
C 0.095 2.453 0.950
F -1.033 -2.455 0.478
F 0.653 -0.854 1.014
Si 0.061 -1.615 -0.222
Cl 1.357 1.995 -0.152
Cl -0.768 -0.230 -1.319
Cl -1.123 3.308 0.126
H 0.759 -2.601 -0.875
```

Properties
**Spin multiplicity**: 1
**LUMO level**: -1.105 eV
**Kohn-Sham gap**: 8.65 eV

---

Entry 7:
A 2-piece molecular cluster, CHCl4P overall at a distorted geometry. Source: OMol25; level of theory: ωB97M-V/def2-TZVPD.

Geometry as XYZ:
```
7
Properties=species:S:1:pos:R:3
C -0.636 0.482 -0.362
P 0.823 -0.451 -0.876
Cl -0.097 0.022 2.120
Cl -0.638 2.197 -0.548
Cl -2.094 -0.408 -0.588
Cl 0.876 -2.010 0.318
H 1.766 0.168 -0.064
```

Properties
**Spin multiplicity**: 1
**LUMO level (alpha / beta)**: -2.294 / -2.293 eV
**Kohn-Sham gap (alpha / beta)**: 7.21 / 7.21 eV

---

Entry 8:
A 2-piece molecular cluster, CHClF2O overall at a distorted geometry. Source: OMol25; level of theory: ωB97M-V/def2-TZVPD.

Geometry as XYZ:
```
6
Properties=species:S:1:pos:R:3
C 0.647 -0.298 0.304
O -0.165 0.585 2.451
F 1.756 0.360 0.328
F 0.895 -1.559 0.387
Cl 0.326 2.012 2.806
H -0.184 0.373 -0.056
```

Properties
**Spin multiplicity**: 1
**LUMO level (alpha / beta)**: 0.022 / -1.581 eV
**Kohn-Sham gap (alpha / beta)**: 9.43 / 6.80 eV

---

Entry 9:
CHClF2OS in the gas phase at a distorted geometry. Source: OMol25; level of theory: ωB97M-V/def2-TZVPD.

Geometry as XYZ:
```
7
Properties=species:S:1:pos:R:3
C 0.763 0.010 0.326
O -1.153 -1.107 -1.415
F 0.750 0.941 1.296
F 1.507 -1.020 0.730
S -1.128 -0.636 -0.051
Cl -1.798 1.314 -0.285
H 1.059 0.496 -0.601
```

Properties
**Spin multiplicity**: 3
**LUMO level (alpha / beta)**: 0.410 / -3.857 eV
**Kohn-Sham gap (alpha / beta)**: 6.94 / 7.29 eV

---

Entry 10:
A 2-piece molecular cluster, CHClF2OS2 overall at a distorted geometry. Source: OMol25; level of theory: ωB97M-V/def2-TZVPD.

Geometry as XYZ:
```
8
Properties=species:S:1:pos:R:3
C 1.471 -0.917 -0.004
O -0.491 1.324 -1.155
F 2.189 0.142 0.030
F 1.271 -1.655 1.062
S -2.161 2.242 1.014
S -0.977 0.787 0.117
Cl -2.425 -0.894 -0.029
H 1.122 -1.030 -1.035
```

Properties
**Spin multiplicity**: 1
**LUMO level (alpha / beta)**: -3.678 / -0.959 eV
**Kohn-Sham gap (alpha / beta)**: 4.54 / 9.27 eV

---

Per-record total energy, hartree: -1611.65869 -1457.03797 -1219.03981 -1164.06100 -1773.74073 -1908.56981 -2220.74742 -773.66909 -1171.87590 -1570.07882
Per-record energy above the lowest of the compared OMol25 structures with the same formula, charge and spin, eV: 1.126 2.199 0.221 6.168 2.911 1.822 1.831 5.823 2.990 3.749